# C21H17F3N2O6

The molecule C21H17F3N2O6 at a distorted geometry (ωB97M-V with the def2-TZVPD basis set, the OMol25 dataset).

Computed properties:
Strongest force on any atom   3.55 eV/A
Orbital gap   8.05 eV
Structure (SMILES)   O=C(O)COc1cccc(Cn2[nH]c(C(F)(F)F)c(Cc3ccc4c(c3)OCO4)c2=O)c1
E_HOMO   -7.74 eV
LUMO level   0.311 eV
Charge   0

Element x y z (Å)
O1 2.479 4.935 -2.804
C1 2.639 3.796 -2.431
O2 1.857 2.776 -2.779
C2 3.836 3.495 -1.493
O3 3.502 2.550 -0.459
C3 2.722 3.008 0.582
C4 2.306 4.317 0.834
C5 1.416 4.596 1.889
C6 0.898 3.592 2.682
C7 1.255 2.246 2.424
C8 0.588 1.090 3.196
N1 -0.236 0.356 2.266
N2 -1.045 0.999 1.273
C9 -1.926 0.091 0.731
C10 -2.761 0.375 -0.496
F1 -4.009 -0.197 -0.439
F2 -2.135 -0.097 -1.571
F3 -2.966 1.713 -0.623
C11 -1.808 -1.089 1.486
C12 -2.567 -2.345 1.287
C13 -1.929 -3.094 0.130
C14 -0.619 -3.605 0.322
C15 0.066 -4.396 -0.635
C16 -0.598 -4.646 -1.844
C17 -1.833 -4.077 -2.066
C18 -2.546 -3.390 -1.092
O4 -2.338 -4.422 -3.274
C19 -1.249 -5.153 -3.848
O5 -0.163 -5.383 -2.880
C20 -0.731 -0.904 2.437
O6 -0.248 -1.789 3.151
C21 2.197 2.001 1.416
H1 1.183 3.166 -3.315
H2 4.604 3.010 -2.124
H3 4.291 4.384 -1.028
H4 2.581 5.156 0.215
H5 1.120 5.618 2.083
H6 0.217 3.805 3.477
H7 -0.016 1.477 4.061
H8 1.288 0.393 3.600
H9 -0.669 1.765 0.724
H10 -2.526 -2.985 2.147
H11 -3.587 -2.074 1.044
H12 -0.101 -3.465 1.272
H13 1.017 -4.882 -0.411
H14 -3.533 -3.018 -1.386
H15 -0.827 -4.595 -4.705
H16 -1.609 -6.091 -4.240
H17 2.513 0.987 1.213

# C21H17F4O

A cluster of 2 separate species, C21H17F4O in total at a distorted geometry (ωB97M-V with the def2-TZVPD basis set, the OMol25 dataset).

Computed properties:
Strongest force on any atom   1.85 eV/A
Orbital gap   4.46 eV
E_HOMO   -11.19 eV
LUMO level   -6.729 eV
Charge   +1

Element x y z (Å)
F1 0.833 -5.041 -1.601
C1 0.883 -4.488 -0.339
C2 2.004 -4.750 0.443
C3 1.989 -4.208 1.731
F2 3.056 -4.476 2.559
C4 0.941 -3.456 2.225
C5 -0.192 -3.151 1.396
C6 -1.187 -2.294 1.944
C7 -2.459 -1.899 1.444
C8 -3.303 -1.140 2.324
C9 -4.531 -0.677 1.892
F3 -5.311 0.042 2.771
C10 -5.044 -0.936 0.619
C11 -4.232 -1.692 -0.220
F4 -4.714 -2.011 -1.472
C12 -2.984 -2.181 0.142
C13 -0.204 -3.739 0.091
H1 2.826 -5.358 0.085
H2 0.959 -3.074 3.246
H3 -0.978 -1.947 2.960
H4 -2.951 -0.936 3.337
H5 -6.021 -0.585 0.310
H6 -2.415 -2.759 -0.571
H7 -1.047 -3.603 -0.571
C14 -0.622 1.239 4.825
C15 -0.265 1.433 3.381
C16 0.448 0.465 2.666
C17 0.928 0.763 1.387
C18 0.667 1.989 0.777
C19 -0.100 2.951 1.485
O1 -0.356 4.213 1.014
C20 0.710 5.114 0.626
C21 -0.619 2.618 2.750
H8 -1.180 2.111 5.177
H9 -1.248 0.356 4.999
H10 0.277 1.131 5.444
H11 0.679 -0.489 3.133
H12 1.518 0.014 0.852
H13 1.001 2.201 -0.244
H14 0.188 5.916 0.098
H15 1.202 5.527 1.520
H16 1.446 4.631 -0.034
H17 -1.273 3.326 3.261

# C21H17MoN9O2

A structure of composition C21H17MoN9O2 (ωB97M-V with the def2-TZVPD basis set, the OMol25 dataset).

Computed properties:
Strongest force on any atom   0.64 eV/A
Energy relative to the best compared isomer or geometry (same formula, charge and spin)   0.0 kcal per mole
Spin multiplicity   3
Orbital gap (alpha / beta)   6.16 / 5.95 eV
E_HOMO (alpha / beta)   -13.94 / -13.97 eV
LUMO level (alpha / beta)   -7.779 / -8.026 eV
Charge   +2
<S²>   2.015

Element x y z (Å)
Mo1 -0.208 0.874 0.122
O1 -1.146 0.768 -1.476
C1 -2.413 0.557 -1.921
C2 -2.717 0.832 -3.241
C3 -4.008 0.612 -3.696
C4 -4.995 0.117 -2.845
C5 -4.687 -0.159 -1.533
C6 -3.390 0.064 -1.040
C7 -3.093 -0.261 0.315
N1 -1.942 -0.069 0.890
N2 -1.830 -0.563 2.173
C8 -0.607 -0.525 2.571
O2 0.332 -0.059 1.709
C9 -0.174 -0.968 3.889
C10 1.155 -0.818 4.286
C11 1.553 -1.247 5.540
C12 0.629 -1.828 6.399
C13 -0.696 -1.979 6.006
C14 -1.102 -1.551 4.757
H1 -1.946 1.204 -3.902
H2 -4.246 0.822 -4.730
H3 -5.995 -0.056 -3.217
H4 -5.440 -0.554 -0.863
H5 -3.860 -0.732 0.923
H6 1.878 -0.369 3.620
H7 2.583 -1.133 5.847
H8 0.944 -2.167 7.376
H9 -1.410 -2.436 6.677
H10 -2.129 -1.669 4.441
N3 5.958 -0.174 1.773
C15 5.197 0.267 1.036
C16 4.221 0.804 0.131
C17 4.584 1.429 -1.059
C18 3.584 1.927 -1.881
C19 2.269 1.790 -1.492
N4 1.915 1.186 -0.337
C20 2.879 0.695 0.458
H11 5.627 1.518 -1.331
H12 3.820 2.413 -2.816
H13 1.462 2.159 -2.115
H14 2.563 0.206 1.368
N5 -1.911 4.704 3.319
N6 -1.136 4.138 2.354
N7 -0.032 4.722 1.925
C21 0.469 3.812 1.122
N8 -0.326 2.722 1.090
N9 -1.362 2.959 1.895
H15 -1.825 5.715 3.278
H16 -2.871 4.388 3.240
H17 1.392 3.928 0.580

# C21H17NO2

The molecule C21H17NO2 at a distorted geometry (ωB97M-V with the def2-TZVPD basis set, the OMol25 dataset).

Computed properties:
Strongest force on any atom   2.70 eV/A
Energy relative to the best compared isomer or geometry (same formula, charge and spin)   26.9 kcal per mole
Orbital gap   9.20 eV
Structure (SMILES)   COc1ccc([C@H](Oc2ccc(C#N)cc2)c2ccccc2)cc1
E_HOMO   -8.60 eV
LUMO level   0.601 eV
Charge   0

Element x y z (Å)
C1 -4.895 -2.093 -3.371
O1 -4.392 -2.696 -2.159
C2 -3.153 -2.353 -1.715
C3 -2.840 -2.696 -0.376
C4 -1.732 -2.146 0.228
C5 -0.820 -1.394 -0.509
C6 0.306 -0.738 0.259
O2 -0.359 0.300 0.995
C7 0.323 1.054 1.918
C8 -0.287 2.269 2.269
C9 0.292 3.064 3.243
C10 1.482 2.662 3.869
C11 2.046 3.497 4.900
N1 2.472 4.191 5.744
C12 2.088 1.450 3.510
C13 1.511 0.638 2.533
C14 1.440 -0.160 -0.541
C15 2.728 -0.631 -0.273
C16 3.828 -0.003 -0.853
C17 3.630 1.027 -1.782
C18 2.332 1.417 -2.131
C19 1.232 0.866 -1.465
C20 -1.037 -1.195 -1.872
C21 -2.188 -1.672 -2.489
H1 -5.930 -2.429 -3.424
H2 -4.849 -0.996 -3.320
H3 -4.334 -2.453 -4.245
H4 -3.518 -3.338 0.175
H5 -1.547 -2.303 1.290
H6 0.701 -1.486 0.958
H7 -1.217 2.547 1.775
H8 -0.179 4.009 3.532
H9 3.009 1.135 4.008
H10 1.980 -0.311 2.271
H11 2.836 -1.462 0.430
H12 4.832 -0.323 -0.570
H13 4.490 1.533 -2.223
H14 2.161 2.161 -2.911
H15 0.215 1.227 -1.656
H16 -0.305 -0.664 -2.472
H17 -2.352 -1.501 -3.551

# C21H18BCl2N9ORu

A structure of composition C21H18BCl2N9ORu (ωB97M-V with the def2-TZVPD basis set, the OMol25 dataset).

Computed properties:
Strongest force on any atom   0.78 eV/A
Energy relative to the best compared isomer or geometry (same formula, charge and spin)   5.2 kcal per mole
Spin multiplicity   2
Orbital gap (alpha / beta)   7.62 / 6.47 eV
E_HOMO (alpha / beta)   -10.75 / -10.83 eV
LUMO level (alpha / beta)   -3.134 / -4.359 eV
Charge   +1
<S²>   0.756

Element x y z (Å)
Ru1 -0.276 0.165 -0.073
C1 -3.673 2.238 1.498
C2 -2.313 1.922 1.506
N1 -2.027 1.142 0.469
N2 -3.169 0.919 -0.200
C3 -4.177 1.574 0.400
B1 -3.170 -0.104 -1.343
N3 -2.140 0.372 -2.385
C4 -2.334 0.759 -3.651
C5 -1.151 1.279 -4.141
C6 -0.259 1.170 -3.080
N4 -0.862 0.617 -2.025
N5 -2.661 -1.447 -0.770
C7 -3.233 -2.655 -0.731
C8 -2.380 -3.530 -0.080
C9 -1.274 -2.759 0.255
N6 -1.462 -1.502 -0.157
H1 -4.211 2.846 2.203
H2 -1.547 2.192 2.214
H3 -5.181 1.505 0.016
H4 -4.253 -0.230 -1.830
H5 -3.301 0.653 -4.112
H6 -0.965 1.682 -5.120
H7 0.771 1.471 -3.032
H8 -4.200 -2.815 -1.177
H9 -2.538 -4.575 0.119
H10 -0.379 -3.032 0.790
Cl1 1.113 0.557 4.666
C10 1.870 -0.359 3.417
C11 3.045 -1.079 3.702
C12 3.671 -1.812 2.733
Cl2 5.097 -2.708 3.121
C13 3.153 -1.847 1.415
C14 3.704 -2.580 0.342
C15 3.100 -2.550 -0.886
C16 1.946 -1.772 -1.066
N7 1.426 -1.060 -0.090
C17 1.991 -1.097 1.155
C18 1.305 -0.368 2.160
O1 0.180 0.268 1.857
H11 3.446 -1.052 4.706
H12 4.594 -3.171 0.508
H13 3.497 -3.110 -1.720
H14 1.443 -1.719 -2.024
N8 1.025 2.780 0.785
C19 2.060 3.624 0.658
C20 2.813 3.182 -0.406
C21 2.153 2.035 -0.858
N9 1.065 1.806 -0.132
H15 0.338 2.732 1.520
H16 2.187 4.460 1.324
H17 3.717 3.618 -0.791
H18 2.425 1.367 -1.658

# C21H18Br2N3

A cluster of 2 separate species, C21H18Br2N3 in total at a distorted geometry (ωB97M-V with the def2-TZVPD basis set, the OMol25 dataset).

Computed properties:
Strongest force on any atom   2.20 eV/A
Energy relative to the best compared isomer or geometry (same formula, charge and spin)   0.0 kcal per mole
Orbital gap   5.64 eV
E_HOMO   -10.90 eV
LUMO level   -5.265 eV
Charge   +1

Element x y z (Å)
C1 4.261 2.727 1.564
N1 2.917 2.188 1.683
C2 1.773 2.903 1.888
C3 0.672 2.050 2.189
C4 -0.618 2.503 2.585
C5 -1.900 2.001 2.154
C6 -1.967 1.021 1.124
C7 -3.143 0.316 0.872
C8 -4.301 0.539 1.628
C9 -4.321 1.639 2.498
C10 -3.170 2.401 2.714
C11 1.247 0.695 2.124
C12 0.816 -0.532 2.596
C13 1.748 -1.584 2.709
C14 3.115 -1.425 2.404
C15 3.563 -0.197 1.888
C16 2.621 0.825 1.786
H1 4.970 1.896 1.581
H2 4.437 3.286 0.633
H3 4.528 3.415 2.384
H4 1.747 3.980 1.869
H5 -0.639 3.408 3.230
H6 -1.054 0.804 0.548
H7 -3.150 -0.458 0.111
H8 -5.167 -0.123 1.559
H9 -5.243 1.890 3.023
H10 -3.215 3.310 3.343
H11 -0.219 -0.654 2.907
H12 1.384 -2.557 3.064
H13 3.813 -2.249 2.566
H14 4.611 -0.046 1.595
Br1 -0.818 -6.099 0.458
C17 -1.635 -4.947 1.780
C18 -2.463 -5.504 2.787
N2 -2.631 -6.833 2.908
C19 -3.049 -4.585 3.706
Br2 -4.278 -5.245 5.058
C20 -2.660 -3.248 3.672
N3 -1.771 -2.737 2.800
C21 -1.334 -3.578 1.831
H15 -3.271 -7.256 3.559
H16 -2.287 -7.503 2.241
H17 -3.085 -2.565 4.404
H18 -0.685 -3.159 1.058

# C21H18Br2N4O3RbS

A structure of composition C21H18Br2N4O3RbS at a distorted geometry (ωB97M-V with the def2-TZVPD basis set, the OMol25 dataset).

Computed properties:
Strongest force on any atom   1.23 eV/A
Energy relative to the best compared isomer or geometry (same formula, charge and spin)   59.9 kcal per mole
Orbital gap   5.70 eV
E_HOMO   -3.75 eV
LUMO level   1.958 eV
Charge   -1

Element x y z (Å)
Rb1 1.189 0.845 -0.293
C1 -3.668 1.050 -0.183
C2 -3.198 2.482 -0.158
C3 -4.115 3.546 -0.294
C4 -3.657 4.830 -0.316
C5 -2.277 5.091 -0.185
C6 -1.697 6.381 -0.230
Br1 -2.788 7.931 -0.474
C7 -0.346 6.543 -0.107
C8 0.486 5.440 0.095
Br2 2.351 5.736 0.277
C9 0.023 4.109 0.207
O1 0.754 3.117 0.457
C10 -1.429 3.965 -0.004
N1 -1.910 2.693 -0.018
H1 -4.757 0.990 -0.229
H2 -3.321 0.517 0.703
H3 -3.256 0.525 -1.046
H4 -5.174 3.337 -0.390
H5 -4.343 5.659 -0.434
H6 0.089 7.532 -0.161
C11 -3.607 -3.879 0.232
N2 -2.227 -4.311 0.169
C12 -1.781 -5.621 0.213
C13 -0.448 -5.589 0.130
N3 -0.064 -4.249 0.049
C14 -1.185 -3.434 0.063
S1 -1.374 -1.790 -0.091
C15 1.316 -3.857 -0.041
C16 2.211 -4.718 -0.661
C17 3.540 -4.329 -0.727
C18 3.920 -3.119 -0.185
C19 2.946 -2.345 0.423
N4 1.660 -2.710 0.496
H7 -4.239 -4.763 0.297
H8 -3.858 -3.300 -0.654
H9 -3.763 -3.242 1.101
H10 -2.451 -6.457 0.307
H11 0.260 -6.396 0.165
H12 1.888 -5.642 -1.118
H13 4.263 -4.967 -1.219
H14 4.939 -2.758 -0.242
H15 3.218 -1.391 0.855
C20 5.429 1.044 1.145
O2 4.242 0.480 0.596
C21 4.041 0.498 -0.885
O3 4.964 0.960 -1.511
H16 5.155 1.784 1.900
H17 6.015 1.519 0.359
H18 6.028 0.261 1.619

# C21H18Cl2FN3O2S

The molecule C21H18Cl2FN3O2S at a distorted geometry (ωB97M-V with the def2-TZVPD basis set, the OMol25 dataset).

Computed properties:
Strongest force on any atom   1.17 eV/A
Energy relative to the best compared isomer or geometry (same formula, charge and spin)   0.0 kcal per mole
Orbital gap   7.39 eV
Structure (SMILES)   CC(C)NC(=O)CSC1=N/C(=C\c2ccc(Cl)c(Cl)c2)C(=O)N1c1ccccc1F
E_HOMO   -8.16 eV
LUMO level   -0.766 eV
Charge   0

Element x y z (Å)
C1 2.581 4.037 1.115
C2 2.187 2.593 1.396
C3 2.992 1.616 0.540
N1 0.760 2.437 1.166
C4 0.002 1.639 1.935
O1 0.425 0.994 2.869
C5 -1.488 1.658 1.582
S1 -2.220 0.066 2.052
C6 -1.267 -0.913 1.009
N2 -0.516 -0.423 0.074
C7 0.139 -1.484 -0.512
C8 1.002 -1.456 -1.555
C9 1.412 -0.295 -2.298
C10 2.394 -0.395 -3.292
C11 2.809 0.721 -3.988
C12 2.260 1.967 -3.714
Cl1 2.799 3.358 -4.576
C13 1.276 2.076 -2.733
Cl2 0.587 3.616 -2.358
C14 0.852 0.961 -2.042
C15 -0.264 -2.731 0.187
O2 0.081 -3.874 0.015
N3 -1.196 -2.285 1.128
C16 -1.886 -3.101 2.041
C17 -1.191 -3.996 2.844
C18 -1.875 -4.811 3.728
C19 -3.254 -4.739 3.824
C20 -3.962 -3.861 3.021
C21 -3.275 -3.060 2.131
F1 -3.970 -2.236 1.319
H1 2.400 4.279 0.070
H2 3.637 4.182 1.325
H3 2.008 4.719 1.738
H4 2.347 2.352 2.452
H5 4.038 1.644 0.830
H6 2.618 0.605 0.680
H7 2.914 1.873 -0.514
H8 0.384 2.870 0.336
H9 -1.999 2.409 2.185
H10 -1.673 1.833 0.524
H11 1.423 -2.409 -1.847
H12 2.835 -1.355 -3.510
H13 3.568 0.640 -4.751
H14 0.092 1.037 -1.283
H15 -0.117 -4.048 2.761
H16 -1.325 -5.503 4.346
H17 -3.784 -5.372 4.519
H18 -5.038 -3.796 3.064

# C21H18Cl3IrN5

A structure of composition C21H18Cl3IrN5 at a distorted geometry (ωB97M-V with the def2-TZVPD basis set, the OMol25 dataset).

Computed properties:
Strongest force on any atom   3.36 eV/A
Energy relative to the best compared isomer or geometry (same formula, charge and spin)   0.0 kcal per mole
Orbital gap (alpha / beta)   5.92 / 5.93 eV
E_HOMO (alpha / beta)   -10.40 / -10.41 eV
LUMO level (alpha / beta)   -4.479 / -4.480 eV
Charge   +1

Element x y z (Å)
Ir1 -0.410 -0.520 0.181
C1 -4.331 3.423 -0.132
C2 -4.172 2.168 0.434
C3 -2.984 1.476 0.263
C4 -1.958 2.053 -0.476
C5 -2.112 3.314 -1.053
C6 -3.301 3.993 -0.873
N1 -0.734 1.319 -0.633
N2 0.144 1.880 -1.336
C7 1.350 1.197 -1.396
C8 2.415 1.789 -2.064
C9 3.630 1.132 -2.058
C10 3.739 -0.086 -1.397
C11 2.629 -0.614 -0.765
N3 1.452 0.016 -0.771
H1 -5.259 3.963 0.003
H2 -4.972 1.725 1.011
H3 -2.844 0.495 0.697
H4 -1.306 3.747 -1.625
H5 -3.426 4.974 -1.311
H6 2.267 2.741 -2.550
H7 4.487 1.565 -2.556
H8 4.672 -0.629 -1.374
H9 2.662 -1.567 -0.256
Cl1 0.205 -0.336 5.453
C12 0.596 1.035 4.406
Cl2 -0.428 2.422 4.787
Cl3 2.305 1.460 4.547
C13 0.330 0.630 3.026
N4 0.121 0.312 1.946
C14 -2.598 -1.298 -2.949
C15 -2.349 -2.706 -2.494
C16 -2.847 -3.798 -3.183
C17 -2.615 -5.086 -2.722
C18 -1.895 -5.299 -1.556
C19 -1.381 -4.238 -0.829
C20 -0.627 -4.459 0.449
C21 -1.609 -2.936 -1.316
N5 -1.092 -1.872 -0.636
H10 -3.113 -1.282 -3.907
H11 -1.663 -0.743 -3.048
H12 -3.211 -0.760 -2.220
H13 -3.418 -3.640 -4.089
H14 -3.003 -5.932 -3.274
H15 -1.731 -6.309 -1.203
H16 -0.561 -5.522 0.673
H17 -1.125 -3.957 1.281
H18 0.384 -4.053 0.393

# C21H18ClF3MnN2O3S

A structure of composition C21H18ClF3MnN2O3S (ωB97M-V with the def2-TZVPD basis set, the OMol25 dataset).

Computed properties:
Strongest force on any atom   0.65 eV/A
Energy relative to the best compared isomer or geometry (same formula, charge and spin)   18.5 kcal per mole
Spin multiplicity   5
Orbital gap (alpha / beta)   6.96 / 8.20 eV
E_HOMO (alpha / beta)   -11.91 / -11.98 eV
LUMO level (alpha / beta)   -4.954 / -3.779 eV
Charge   +1
<S²>   6.074

Element x y z (Å)
Mn1 -0.773 0.176 -0.305
F1 -5.627 2.073 -0.706
C1 -5.682 1.227 0.329
F2 -5.392 1.925 1.434
F3 -6.950 0.811 0.442
C2 -4.732 0.061 0.143
C3 -5.199 -1.238 0.102
C4 -4.314 -2.303 -0.076
C5 -2.978 -2.027 -0.204
N1 -2.523 -0.766 -0.150
C6 -3.359 0.278 0.004
S1 -2.493 1.793 0.000
H1 -6.258 -1.423 0.203
H2 -4.665 -3.321 -0.119
H3 -2.245 -2.806 -0.362
O1 -0.487 0.048 1.845
C7 0.146 1.149 2.551
C8 1.650 0.985 2.565
C9 2.222 0.584 1.203
C10 1.936 1.565 0.092
C11 2.878 2.521 -0.261
C12 2.633 3.394 -1.305
C13 1.436 3.294 -1.998
C14 0.532 2.336 -1.604
N2 0.763 1.500 -0.574
H4 -0.476 -0.757 2.381
H5 -0.259 1.202 3.563
H6 -0.168 2.047 2.013
H7 1.932 0.218 3.290
H8 2.096 1.921 2.907
H9 1.861 -0.409 0.916
H10 3.304 0.493 1.302
H11 3.813 2.554 0.281
H12 3.371 4.131 -1.586
H13 1.204 3.933 -2.834
H14 -0.410 2.209 -2.126
Cl1 4.616 -3.851 1.235
C15 3.539 -3.020 0.168
C16 4.052 -2.142 -0.777
C17 3.185 -1.471 -1.623
C18 1.813 -1.655 -1.511
C19 1.314 -2.560 -0.581
C20 2.173 -3.251 0.260
C21 0.897 -0.845 -2.388
O2 1.254 -0.397 -3.442
O3 -0.350 -0.663 -1.901
H15 5.120 -1.998 -0.846
H16 3.560 -0.799 -2.381
H17 0.243 -2.750 -0.538
H18 1.800 -3.975 0.969